(1)
{
  "formula": "C3H8NS",
  "method": "ωB97M-V with the def2-TZVPD basis set",
  "symbols": ["C", "C", "C", "N", "S", "H", "H", "H", "H", "H", "H", "H", "H"],
  "positions_angstrom": [[1.5964, -1.1405, 0.1895], [0.5750, -0.6662, -0.5413], [-0.4744, 0.0488, 0.1463], [-0.5705, 1.6502, -0.0014], [-2.0490, -0.6349, -0.0343], [2.2905, -1.8291, -0.2299], [1.7610, -0.9972, 1.2312], [0.3227, -1.1793, -1.4377], [0.0830, 0.2543, 1.7871], [-1.5179, 1.9429, 0.2176], [-0.5443, 1.8836, -0.9779], [0.1286, 2.1430, 0.6608], [-1.6012, -1.4755, -1.0101]],
  "mulliken_charge": [-0.837, -0.140, 0.019, -0.338, -0.145, 0.280, 0.190, 0.454, 0.210, 0.336, 0.351, 0.415, 0.206],
  "total_energy_ha": -571.64606,
  "fmax_ev_per_a": 5.474,
  "relative_energy_kcal_mol": 77.9,
  "charge": 1,
  "orbital_gap_ev": 9.6
}

=====

(2)
{
  "formula": "C10H22Cl2IO3P2V",
  "method": "ωB97M-V with the def2-TZVPD basis set",
  "symbols": ["C", "I", "H", "H", "H", "V", "P", "C", "C", "H", "H", "H", "H", "H", "H", "C", "H", "H", "H", "P", "C", "C", "H", "H", "H", "C", "H", "H", "H", "H", "H", "H", "C", "O", "Cl", "C", "Cl", "C", "O", "O", "H"],
  "positions_angstrom": [[-0.7595, 0.0100, -1.9707], [1.5145, 0.4067, 2.7085], [0.1198, 0.1019, -2.6604], [-1.4407, 0.8774, -2.1198], [-1.2929, -0.9479, -2.1647], [-0.0230, 0.0621, 0.0505], [0.2134, 2.3681, -0.0061], [-1.1920, 3.2313, 0.7410], [1.6480, 3.0054, 0.9325], [1.8584, 4.0368, 0.6356], [0.6225, 4.2153, -1.4957], [2.5075, 2.3587, 0.7193], [1.2343, 2.6548, -2.1572], [-1.3087, 2.8727, 1.7799], [1.4323, 2.9254, 2.0111], [0.4009, 3.1448, -1.6317], [-1.0291, 4.3221, 0.7501], [-0.5184, 3.0028, -2.2174], [-2.1244, 2.9694, 0.2146], [0.1896, -2.4061, -0.0017], [-1.2332, -3.3531, 0.7374], [0.3849, -3.2033, -1.6257], [2.4740, -2.3389, 0.7570], [1.8524, -4.0319, 0.6926], [1.3847, -2.9067, 2.0558], [1.6172, -2.9929, 0.9800], [1.2004, -2.6732, -2.1668], [0.6511, -4.2777, -1.4705], [-1.0834, -4.4418, 0.6584], [-2.1195, -2.9876, 0.1987], [-0.5627, -3.0867, -2.1977], [-1.3535, -3.1498, 1.8118], [-1.8955, 0.1649, 0.5210], [-3.0457, 0.1142, 0.7559], [-2.4906, 1.6343, 3.3259], [-2.2451, -0.0979, 3.8340], [-3.7943, -0.8360, 4.1185], [-1.4204, -1.2234, 3.1604], [-1.1865, -2.2621, 3.7620], [-1.0491, -0.9581, 1.9645], [-1.6573, 0.0321, 4.7323]],
  "mulliken_charge": [-1.249, 0.352, 0.420, 0.468, 0.441, -0.642, 1.434, -0.911, -1.540, 0.434, 0.447, 0.487, 0.421, -0.022, 0.336, -1.304, 0.470, 0.368, 0.409, 1.223, -1.095, -1.185, 0.383, 0.422, 0.297, -1.188, 0.379, 0.444, 0.471, 0.396, 0.367, 0.177, 0.625, -0.268, -0.156, 0.231, -0.094, -0.087, -0.524, -0.041, 0.403],
  "total_energy_ha": -3463.97896,
  "fmax_ev_per_a": 7.720,
  "relative_energy_kcal_mol": 82.3,
  "charge": 2,
  "orbital_gap_ev": [5.9, 5.4],
  "spin_multiplicity": 3
}

=====

(3)
{
  "formula": "C29H65Cl4N5",
  "method": "ωB97M-V with the def2-TZVPD basis set",
  "symbols": ["C", "C", "N", "C", "C", "C", "C", "H", "H", "H", "H", "H", "H", "H", "H", "H", "H", "H", "H", "H", "H", "H", "C", "C", "N", "C", "C", "C", "C", "H", "H", "H", "H", "H", "H", "H", "H", "H", "H", "H", "H", "H", "H", "H", "C", "C", "N", "C", "C", "C", "C", "H", "H", "H", "H", "H", "H", "H", "H", "H", "H", "H", "H", "H", "H", "H", "C", "C", "N", "C", "C", "C", "C", "H", "H", "H", "H", "H", "H", "H", "H", "H", "H", "H", "H", "H", "H", "H", "C", "Cl", "Cl", "Cl", "Cl", "N", "C", "C", "C", "C", "H", "H", "H", "H", "H"],
  "positions_angstrom": [[8.4685, -21.4160, -23.1334], [9.0668, -20.2525, -22.3648], [8.5597, -20.1472, -20.9946], [8.9599, -18.8582, -20.4256], [8.1645, -18.4920, -19.1657], [9.0140, -21.2782, -20.1722], [10.5143, -21.5408, -20.0962], [7.3798, -21.4237, -23.1109], [8.7970, -22.3725, -22.7214], [8.8076, -21.3850, -24.1698], [10.1707, -20.2607, -22.3796], [8.9428, -19.3055, -22.9014], [10.0349, -18.7059, -20.2681], [8.6838, -18.1137, -21.1794], [7.1055, -18.4809, -19.4249], [8.3194, -19.2536, -18.3994], [8.4480, -17.5285, -18.7486], [8.4625, -22.1746, -20.4563], [8.6883, -21.0956, -19.1472], [10.6936, -22.4558, -19.5281], [11.0514, -20.7672, -19.5392], [11.0553, -21.6225, -21.0397], [4.3078, -14.0557, -24.0570], [5.4785, -14.1930, -23.0771], [5.9847, -12.9315, -22.5424], [6.4875, -11.9619, -23.4838], [7.5941, -12.5914, -24.3639], [5.0653, -12.3746, -21.5552], [5.6239, -11.2226, -20.7420], [3.4058, -13.6328, -23.6111], [4.0827, -15.0842, -24.3429], [4.5761, -13.4248, -24.9027], [5.2732, -14.8258, -22.2124], [6.2302, -14.7600, -23.6352], [5.7154, -11.5406, -24.1433], [7.0050, -11.1807, -22.9283], [7.1569, -13.3840, -24.9735], [8.0763, -11.8849, -25.0374], [8.3462, -13.0187, -23.7006], [4.7678, -13.1493, -20.8446], [4.1478, -12.0875, -22.0941], [6.6045, -11.5741, -20.4031], [5.0040, -10.8569, -19.9295], [5.8311, -10.3456, -21.3634], [1.8629, -12.5072, -27.1112], [1.3045, -13.6607, -27.9394], [2.2165, -14.8022, -27.8663], [1.8970, -15.7314, -26.7921], [3.0322, -16.7082, -26.4732], [2.5217, -15.4686, -29.1179], [3.0912, -14.5347, -30.1879], [1.8961, -12.7847, -26.0610], [1.2722, -11.6004, -27.2745], [2.8464, -12.2448, -27.5001], [0.2979, -13.9667, -27.6274], [1.1947, -13.3668, -28.9840], [1.7139, -15.1358, -25.8946], [0.9649, -16.2815, -26.9954], [3.9810, -16.1657, -26.4820], [2.9053, -17.2247, -25.5262], [3.1636, -17.4521, -27.2603], [1.6502, -16.0124, -29.5197], [3.2800, -16.2303, -28.9412], [3.6730, -13.7005, -29.7918], [2.2688, -14.0549, -30.7266], [3.7180, -15.0659, -30.9016], [-0.9119, -21.8074, -20.8306], [0.1028, -21.6881, -21.9700], [-0.3529, -20.8029, -23.0324], [-1.6149, -21.1966, -23.7129], [-1.4757, -22.4858, -24.5518], [0.7149, -20.5482, -23.9782], [0.5607, -19.2578, -24.7880], [-1.1032, -20.8088, -20.4429], [-0.6142, -22.5290, -20.0733], [-1.8419, -22.1980, -21.2505], [1.0051, -21.2105, -21.5813], [0.3841, -22.6861, -22.3430], [-1.9179, -20.3506, -24.3235], [-2.3807, -21.3635, -22.9609], [-2.4623, -22.8547, -24.8504], [-1.0327, -23.2793, -23.9549], [-0.9565, -22.3003, -25.4878], [1.6748, -20.5006, -23.4614], [0.8786, -21.3310, -24.7331], [1.3781, -19.2368, -25.5139], [-0.3481, -19.1458, -25.3856], [0.5929, -18.3433, -24.1914], [10.4246, -16.3972, -23.6922], [11.4463, -16.7480, -22.2630], [8.7336, -16.2842, -23.1482], [10.9249, -14.8245, -24.3680], [10.6913, -17.7003, -24.8491], [5.9061, -19.3064, -21.9317], [4.6244, -19.3551, -21.4637], [3.8725, -18.4535, -22.1708], [4.7052, -17.9343, -23.1939], [5.9575, -18.4786, -23.0302], [6.6805, -19.8157, -21.4882], [4.4647, -19.9449, -20.5736], [2.8085, -18.3268, -22.0425], [4.4117, -17.2373, -23.9593], [6.8856, -18.4380, -23.5723]],
  "mulliken_charge": [-1.526, 0.160, 0.153, 0.133, -1.351, -0.717, -1.208, 0.253, 0.382, 0.436, 0.607, -0.374, 0.425, -0.279, 0.217, 0.334, 0.428, 0.441, 0.389, 0.425, 0.292, 0.274, 0.018, -0.974, 0.312, -0.362, -1.148, -0.384, -1.350, 0.355, -0.463, 0.303, 0.468, -0.044, 0.248, 0.463, 0.211, 0.445, 0.232, 0.343, 0.318, 0.341, 0.409, 0.294, -1.031, -0.710, 0.513, -0.648, -1.151, -0.422, -1.291, 0.196, 0.450, 0.217, 0.300, 0.414, 0.367, 0.331, 0.444, -0.008, 0.476, 0.310, 0.336, 0.285, 0.337, 0.395, -1.307, -0.279, 0.074, -0.672, -1.007, -0.606, -1.142, 0.326, 0.412, 0.276, 0.283, 0.318, 0.331, 0.381, 0.411, 0.248, 0.295, 0.416, 0.292, 0.283, 0.395, 0.259, 0.308, -0.104, -0.021, -0.108, -0.102, 0.439, -0.748, -1.202, -0.434, -0.679, 0.303, 0.456, 0.621, 0.546, 0.698],
  "smiles": "ClC(Cl)(Cl)Cl.c1cc[nH]c1.CCN(CC)CC.CCN(CC)CC.CCN(CC)CC.CCN(CC)CC",
  "total_energy_ha": -3258.40240,
  "fmax_ev_per_a": 1.425,
  "relative_energy_kcal_mol": 0.0,
  "orbital_gap_ev": 8.1
}